(1)
Here is a 10-piece molecular cluster, C48H118N10O4 overall from OMol25. Energies are from ωB97M-V with the def2-TZVPD basis set.

Lowest unoccupied orbital energy (alpha / beta): -2.54 / -6.95 eV
Net charge: +1
Kohn-Sham gap (alpha / beta): 7.07 / 2.66 eV
Multiplicity: 2

Structure (XYZ):
```
180
Properties=species:S:1:pos:R:3:forces:R:3
C -7.825270 -12.450440 -18.402320 0.357 0.714 -0.008
C -6.782230 -11.311810 -18.204410 0.374 -0.701 -0.462
N -5.356410 -11.697370 -18.175970 -0.032 -0.437 0.775
C -4.856310 -12.263240 -19.440600 -0.505 -0.468 0.153
C -5.075080 -11.468050 -20.727140 0.236 0.244 -0.007
C -4.976720 -12.653310 -17.082260 -0.596 1.878 0.039
C -5.380700 -12.123830 -15.667570 0.621 -0.769 -1.187
H -8.788010 -11.954390 -18.525380 -0.182 -0.210 0.068
H -7.889310 -13.143600 -17.563560 0.054 0.113 0.143
H -7.648010 -13.049230 -19.295710 0.129 0.115 -0.087
H -6.864480 -10.599130 -19.025040 -0.134 -0.070 -0.096
H -7.017730 -10.715610 -17.322840 0.029 -0.229 0.232
H -3.797210 -12.473640 -19.291810 0.157 0.261 -0.094
H -5.313750 -13.250440 -19.506120 -0.115 -0.441 -0.591
H -6.103160 -11.399470 -21.082740 -0.173 0.126 0.480
H -4.640690 -10.473060 -20.630190 -0.248 0.170 0.098
H -4.566330 -11.896970 -21.590450 0.288 -0.411 0.275
H -3.890900 -12.700160 -17.165290 0.081 -0.167 0.247
H -5.366180 -13.665960 -17.187010 -0.257 -0.334 -0.409
H -6.399950 -12.380820 -15.379150 -0.192 0.349 -0.275
H -5.180770 -11.052560 -15.644830 -0.157 -0.072 0.344
H -4.745980 -12.671220 -14.970730 0.221 0.264 0.361
C -10.374560 -12.338180 -10.832370 -0.391 -0.177 -0.440
C -10.743120 -11.021600 -10.205100 0.579 -0.086 1.640
N -11.874560 -11.081460 -9.242470 0.419 0.101 -1.100
C -11.894850 -9.840800 -8.460860 -0.388 0.418 0.297
C -12.939710 -9.810020 -7.367520 -0.748 -0.333 0.223
C -13.108390 -11.509490 -9.928580 -0.665 -0.245 0.387
C -13.662790 -10.620820 -11.034140 0.692 0.869 -0.088
H -9.463820 -12.212190 -11.417850 0.053 0.036 -0.145
H -11.158470 -12.694800 -11.500500 0.068 -0.304 -0.070
H -10.162820 -13.073510 -10.056120 -0.214 -0.127 -0.016
H -9.869240 -10.817950 -9.586260 0.024 0.546 0.141
H -10.779460 -10.191330 -10.910380 -0.342 0.024 -0.207
H -10.942660 -9.686720 -7.953210 0.353 -0.490 -0.225
H -11.970550 -8.923850 -9.045300 -0.263 0.027 -0.638
H -13.091950 -8.835120 -6.904380 0.571 0.171 -0.033
H -13.946960 -10.038020 -7.716170 0.004 -0.295 -0.203
H -12.684320 -10.525180 -6.585590 -0.117 -0.037 0.043
H -13.924580 -11.619600 -9.214580 0.224 -0.072 0.379
H -12.947800 -12.522920 -10.296370 0.192 0.000 -0.044
H -14.029730 -9.704950 -10.570860 -0.094 0.175 -0.136
H -14.461800 -11.012470 -11.663670 -0.024 -0.418 0.348
H -12.860880 -10.325260 -11.710650 0.051 0.070 -0.157
C -13.705620 -17.521020 -19.045870 0.667 0.239 -1.040
C -14.408030 -16.220340 -19.577130 -0.090 -1.174 1.492
N -13.511950 -15.088180 -19.775040 -0.170 -0.678 0.491
C -12.442200 -15.346670 -20.754510 -0.598 0.549 0.047
C -13.004650 -15.791210 -22.109830 0.799 0.567 0.371
C -12.976620 -14.603570 -18.467370 0.153 -0.014 -1.499
C -12.538420 -13.152110 -18.621930 0.015 0.016 0.790
H -13.167090 -17.952170 -19.889790 -0.274 -0.378 -0.346
H -14.346450 -18.300480 -18.633710 -0.188 0.272 -0.013
H -12.845490 -17.372790 -18.392950 -0.390 0.484 0.636
H -15.035540 -16.525100 -20.414670 0.534 0.379 -0.614
H -15.176440 -15.927960 -18.861480 0.146 0.273 0.295
H -11.915480 -14.396640 -20.844470 0.005 0.031 -0.308
H -11.677320 -16.055520 -20.437340 0.073 -0.406 0.435
H -13.882960 -15.182650 -22.325080 -0.132 -0.366 -0.156
H -12.239890 -15.563350 -22.852340 -0.076 -0.033 -0.197
H -13.163160 -16.868730 -22.153860 -0.430 0.131 0.035
H -12.138200 -15.224500 -18.151770 0.362 -0.045 -0.011
H -13.691870 -14.731470 -17.654860 -0.463 0.207 -0.348
H -12.351560 -12.773410 -17.617050 0.062 0.297 0.062
H -13.313830 -12.537550 -19.079260 -0.012 -0.123 0.002
H -11.609540 -13.015800 -19.175730 -0.045 -0.168 -0.116
C -5.920340 -13.576360 -12.175960 0.121 -0.577 -0.778
C -4.609570 -14.409800 -12.242440 -0.990 1.227 0.904
N -4.768540 -15.788460 -12.659000 2.437 0.660 -0.700
C -4.974730 -15.962470 -14.119630 -1.886 -0.337 0.568
C -3.699090 -15.807100 -14.908060 -0.025 -0.105 -0.583
C -3.801570 -16.676140 -11.961960 -2.091 -0.210 1.165
C -4.180160 -18.109400 -12.141080 0.425 -1.327 -0.525
H -5.735650 -12.535010 -11.912190 0.247 -0.159 0.083
H -6.610250 -14.028880 -11.463670 0.156 0.095 0.099
H -6.426410 -13.562020 -13.141250 -0.006 0.034 -0.028
H -3.847410 -14.012410 -12.912730 -0.182 0.341 -0.497
H -4.147850 -14.310220 -11.260100 -0.008 -0.713 0.086
H -5.792490 -15.307100 -14.419410 0.391 0.649 0.052
H -5.459630 -16.915090 -14.332910 0.488 -0.468 0.439
H -3.314170 -14.787550 -14.929130 0.214 -0.128 0.388
H -3.970070 -16.009780 -15.944200 -0.005 -0.133 -0.043
H -2.980530 -16.571140 -14.611380 0.238 0.325 -0.021
H -2.780090 -16.344380 -12.148020 0.028 -0.121 -0.460
H -3.985860 -16.502100 -10.901840 0.171 0.540 0.106
H -3.890970 -18.503410 -13.115360 -0.130 -0.116 0.002
H -3.723670 -18.745770 -11.382960 0.431 0.195 -0.068
H -5.239300 -18.298460 -11.966250 -0.138 0.414 -0.268
C -8.832990 -15.595980 -12.691540 -0.247 0.453 0.550
C -9.579680 -14.845910 -13.823150 0.394 -1.476 1.387
N -9.876670 -15.831510 -14.866890 0.118 0.633 -0.191
C -11.159610 -16.551590 -14.594530 0.861 -0.320 1.043
C -12.401940 -15.752720 -14.634870 -0.827 1.264 -0.853
C -9.784610 -15.155760 -16.176760 -0.053 -0.713 0.780
C -9.815880 -16.201420 -17.249070 -0.593 0.621 -0.955
H -9.465030 -16.411250 -12.339450 0.287 -0.248 -0.152
H -8.615820 -15.016040 -11.794540 -0.437 0.538 0.048
H -7.837550 -15.949610 -12.960150 -0.127 -0.392 -0.604
H -10.510200 -14.457440 -13.409240 0.070 0.484 0.098
H -8.947830 -14.025390 -14.163150 -0.220 0.015 -0.382
H -11.312990 -17.468030 -15.164370 0.574 0.266 -0.607
H -11.178890 -16.951920 -13.580890 0.922 -0.066 0.275
H -12.525020 -14.993040 -13.862970 0.179 -0.226 0.350
H -12.383370 -15.164960 -15.552630 -0.675 -0.169 -0.339
H -13.248800 -16.436810 -14.580700 -0.176 0.269 -0.222
H -8.871070 -14.564100 -16.235830 0.498 -0.408 0.274
H -10.513940 -14.351930 -16.276930 -0.716 -0.147 -0.355
H -8.991660 -16.912140 -17.188800 -0.065 0.088 0.111
H -9.802180 -15.674090 -18.202920 0.248 -0.222 -0.302
H -10.773600 -16.721830 -17.242370 0.119 -0.254 0.084
C -11.361720 -7.906570 -13.139320 -1.033 0.074 0.644
C -9.945790 -8.403670 -13.185490 0.554 -0.719 -0.375
N -9.601010 -9.240660 -14.367970 0.082 -0.367 0.261
C -10.424750 -10.462020 -14.451870 0.052 -0.134 -2.050
C -10.131340 -11.335400 -15.774010 -1.001 0.670 1.539
C -8.174660 -9.610990 -14.348870 -0.770 0.494 -1.008
C -7.763110 -10.660550 -13.331060 1.154 -0.021 0.452
H -12.120940 -8.665570 -13.328030 0.143 -0.174 -0.277
H -11.607980 -7.017960 -13.720550 0.403 -0.138 -0.241
H -11.601690 -7.630450 -12.112540 0.228 0.196 0.219
H -9.264480 -7.553530 -13.151280 0.093 0.082 -0.258
H -9.695510 -8.992690 -12.303150 -0.258 0.068 0.389
H -10.399460 -11.129320 -13.590370 0.318 0.032 0.397
H -11.459240 -10.128490 -14.533660 -0.011 -0.129 -0.067
H -10.157040 -10.729810 -16.679930 0.320 0.031 0.158
H -9.257720 -11.984650 -15.716080 0.253 0.315 0.009
H -10.987280 -12.005310 -15.855900 -0.067 -0.141 -0.021
H -7.588360 -8.693920 -14.406500 0.161 0.169 1.147
H -7.953840 -9.931470 -15.367020 -0.034 -0.869 -0.061
H -7.900810 -10.447720 -12.270950 -0.576 0.516 -0.042
H -6.679100 -10.767290 -13.371540 0.244 -0.102 -0.320
H -8.180160 -11.654370 -13.493850 -0.212 0.059 -0.302
C -3.315460 -9.577720 -13.338340 -0.706 0.635 0.206
C -4.400790 -9.175280 -12.304570 -0.163 2.135 -2.492
O -5.080640 -8.149380 -12.529800 0.898 -1.983 0.818
N -4.540030 -9.985580 -11.269280 0.038 -1.044 0.456
C -5.560610 -9.948300 -10.254880 0.581 -0.104 0.663
H -3.811350 -9.594820 -14.308850 -0.083 -0.102 0.032
H -2.813630 -10.533940 -13.190340 0.037 0.089 0.250
H -2.611070 -8.749180 -13.412310 0.180 -0.179 0.168
H -3.887020 -10.747560 -11.154960 0.036 0.316 -0.338
H -6.000120 -8.956890 -10.145210 -0.073 -0.239 -0.167
H -4.996920 -10.216710 -9.361400 -0.513 0.221 0.491
H -6.292330 -10.740120 -10.415260 -0.364 0.291 -0.075
C -9.250720 -3.193260 -13.202110 1.638 0.831 -0.471
C -9.759750 -4.290850 -14.054670 -2.026 -1.738 1.294
O -10.884930 -4.762900 -13.856090 0.528 0.486 -0.571
N -8.919940 -4.816990 -14.960020 0.990 -0.576 -1.327
C -9.218740 -5.951890 -15.862450 -0.107 0.463 1.054
H -9.515000 -2.253150 -13.686330 -0.265 0.146 0.312
H -8.164030 -3.228170 -13.279530 0.261 0.226 0.194
H -9.485040 -3.194010 -12.137600 -0.580 -0.257 -0.373
H -7.929340 -4.625860 -14.912070 -0.295 0.474 0.146
H -9.092250 -5.691600 -16.913330 -0.123 0.160 0.082
H -10.232840 -6.297230 -15.661380 0.225 0.219 -0.108
H -8.516600 -6.744880 -15.605030 -0.097 -0.216 -0.143
C -10.614680 -6.368790 -8.832090 0.292 -0.808 0.340
C -9.483190 -6.929270 -9.691390 -1.574 0.296 0.681
O -9.384980 -8.126000 -9.936970 0.413 0.476 -0.035
N -8.717110 -5.951980 -10.160640 1.854 0.469 -0.914
C -7.643190 -6.164150 -11.119420 -0.265 -0.003 -0.391
H -11.551280 -6.533270 -9.364840 -0.039 0.045 0.149
H -10.511270 -5.324380 -8.537780 0.045 -0.020 -0.263
H -10.592150 -6.967800 -7.921720 -0.387 -0.006 0.055
H -8.860860 -4.984870 -9.907410 -0.358 -0.443 0.191
H -7.682510 -7.182470 -11.506170 0.002 0.081 0.157
H -6.642580 -5.971810 -10.732250 -0.088 -0.020 0.203
H -7.835020 -5.478980 -11.945150 0.247 -0.048 -0.207
C -9.282170 -8.636310 -18.228280 -0.472 -0.148 1.228
C -10.772840 -8.312050 -18.003020 0.151 0.490 -1.936
O -11.467140 -8.083240 -19.002220 0.304 -0.304 1.113
N -11.221950 -8.228720 -16.737680 -0.147 -0.644 -0.830
C -12.584430 -7.872290 -16.415270 0.322 0.512 0.220
H -8.857720 -8.949950 -17.274570 0.282 -0.065 0.081
H -8.727840 -7.753970 -18.548130 -0.226 -0.029 -0.233
H -9.160380 -9.457120 -18.935060 -0.168 0.233 -0.134
H -10.616390 -8.397810 -15.947230 0.465 -0.240 0.021
H -12.979820 -8.604160 -15.710900 -0.196 0.170 0.039
H -13.237780 -7.782960 -17.283170 0.388 -0.176 -0.055
H -12.472540 -6.892290 -15.951390 -0.806 0.101 0.302
```
Positions in Å, forces in eV/Å.

=====

(2)
Here is C23H20N2O4PS4SbTa as an isolated structure from OMol25. Energies are from ωB97M-V with the def2-TZVPD basis set.

Lowest unoccupied orbital energy (alpha / beta): -0.62 / -0.69 eV
Kohn-Sham gap (alpha / beta): 6.43 / 6.92 eV
Multiplicity: 2

Structure (XYZ):
```
56
Properties=species:S:1:pos:R:3:forces:R:3
Ta 0.655996 0.422899 0.282746 0.306 -0.428 -0.135
S 2.331426 -0.602814 -1.081423 0.045 0.144 0.074
Sb 2.536751 1.267149 -2.694963 -0.015 0.088 -0.059
S 0.324642 2.183862 -1.537311 -0.036 -0.012 -0.114
S 1.292580 2.707334 0.227207 -0.217 -0.021 0.002
S 1.781367 0.463668 -4.645696 -0.022 0.022 0.016
C -2.215776 1.762228 5.739249 0.022 -0.033 -0.029
C -3.010999 2.235759 4.707718 0.027 -0.039 -0.018
C -2.894362 1.693189 3.432724 -0.012 0.015 0.040
C -1.978905 0.675751 3.188795 0.019 0.025 -0.064
C -1.180404 0.202275 4.231264 0.028 -0.008 -0.007
C -1.301427 0.741309 5.499992 -0.043 0.045 -0.011
P -1.736560 -0.065718 1.543350 -0.128 0.334 0.086
C -3.101336 0.579054 0.525226 0.005 0.069 -0.025
C -2.952532 1.880298 0.040946 0.005 0.022 0.022
C -3.909720 2.439927 -0.791237 -0.012 -0.010 0.001
C -5.024318 1.696014 -1.159874 0.010 -0.070 0.035
C -5.175558 0.398136 -0.689092 0.051 0.031 0.006
C -4.219063 -0.160474 0.152766 0.020 0.000 -0.053
C -2.105763 -1.814245 1.842843 0.036 -0.041 -0.047
C -1.403353 -2.815108 1.179291 -0.059 -0.149 0.047
C -1.703453 -4.149596 1.417155 -0.037 0.038 0.028
C -2.704003 -4.488785 2.316062 -0.039 0.074 0.038
C -3.403094 -3.491676 2.988774 0.060 -0.035 -0.059
C -3.100182 -2.158601 2.757460 -0.071 -0.055 0.036
H -2.305970 2.186226 6.730991 0.001 -0.003 -0.002
H -3.727100 3.026298 4.891371 0.004 -0.003 -0.007
H -3.525638 2.061629 2.634888 -0.006 0.012 0.012
H -0.465920 -0.590657 4.045347 0.009 0.017 0.000
H -0.677412 0.370435 6.302447 -0.003 0.000 -0.005
H -2.076304 2.461684 0.314168 -0.027 -0.001 -0.008
H -3.782748 3.451622 -1.155604 0.007 -0.016 0.008
H -5.772201 2.127815 -1.812476 0.001 -0.008 0.000
H -6.040589 -0.185345 -0.977314 0.004 0.002 0.004
H -4.340613 -1.178264 0.502445 0.009 0.017 0.018
H -0.611842 -2.556908 0.494811 0.008 -0.011 -0.018
H -1.143187 -4.923795 0.908859 -0.007 0.006 0.006
H -2.932133 -5.530092 2.503880 -0.006 0.004 0.004
H -4.175827 -3.751050 3.700752 0.005 -0.010 -0.007
H -3.630946 -1.383456 3.300376 0.022 -0.044 -0.038
O -0.804349 -0.667330 -0.901954 0.044 0.096 0.448
N -0.871227 -0.895225 -2.209255 0.104 -0.054 -0.166
C -1.683598 -0.121597 -2.948963 0.033 -0.012 0.056
C -1.840284 -0.386622 -4.288140 0.008 -0.026 -0.044
C -1.155381 -1.449414 -4.856669 -0.016 -0.003 -0.026
C -0.324473 -2.221552 -4.065937 -0.001 -0.032 -0.015
C -0.190129 -1.926479 -2.727554 -0.053 0.007 -0.065
H -2.184870 0.667658 -2.407645 0.012 0.009 0.029
H -2.489610 0.246706 -4.873984 0.001 0.001 0.006
H -1.252883 -1.660254 -5.912344 -0.010 0.000 0.008
H 0.242932 -3.043884 -4.475825 -0.006 0.015 0.005
H 0.439248 -2.463338 -2.037482 0.003 0.033 0.019
O 3.036028 -0.409893 2.367778 -0.519 0.021 -0.165
N 1.888040 -0.263988 1.980552 0.907 -0.348 0.289
O 1.090313 -1.278251 1.572209 -0.279 0.289 -0.171
O 1.124580 0.806223 2.300137 -0.194 0.036 0.016
```
Positions in Å, forces in eV/Å.